[1]
Formula: C2H2OS3
Source: OMol25
Level of theory: ωB97M-V/def2-TZVPD

ORCA input file:
```
! RIJCOSX wB97M-V def2-TZVPD def2/J DEFGRID3
* xyz 0 1
C -0.8138 0.4482 0.4189
C 0.3195 -0.0458 0.9156
O -0.2610 -1.2664 -1.4427
S -1.2765 -0.0305 -1.2950
S 1.9038 0.7819 -1.1668
S 1.1659 -0.7731 -0.3152
H -1.6638 0.9207 0.9660
H 0.6260 -0.0350 1.9192
*
```

**HOMO**: -8.7 eV
**Kohn-Sham gap**: 7.9 eV

***

[2]
Formula: C3H2ClFS2
Source: OMol25
Level of theory: ωB97M-V/def2-TZVPD

ORCA input file:
```
! RIJCOSX wB97M-V def2-TZVPD def2/J DEFGRID3
* xyz 0 1
F 1.0663 1.8234 -0.3972
C 0.6416 0.8355 -1.1673
Cl 0.2935 1.4296 -2.7505
C 0.4379 -0.4279 -0.9007
S 0.6600 -1.1005 0.7543
C -0.9987 -0.8079 1.2676
S -1.5014 -1.2107 2.7592
H 0.0142 -1.0638 -1.6532
H -1.6232 -0.2680 0.5735
*
```

**HOMO**: -9.0 eV
**Kohn-Sham gap**: 8.5 eV

***

[3]
Formula: C4H8NO2
Source: OMol25
Level of theory: ωB97M-V/def2-TZVPD

ORCA input file:
```
! RIJCOSX wB97M-V def2-TZVPD def2/J DEFGRID3
* xyz -1 1
O 0.8847 -2.4138 1.3527
C 1.0348 -1.8217 0.2294
C 0.4345 -0.6342 -0.0541
C 0.6999 0.6616 0.4696
C 0.0284 1.8934 -0.3648
O 0.5367 3.0742 0.0561
N -0.5971 -1.2388 -0.5936
H 1.7882 -2.2374 -0.5097
H -2.6400 -0.0068 0.5668
H 1.8244 0.7625 0.2408
H 0.3575 0.7316 1.4509
H 0.2254 1.7028 -1.4604
H -1.0741 1.6957 -0.2491
H -0.6538 -1.3575 -1.6224
H -2.8496 -0.8117 0.4878
*
```

**HOMO**: -3.0 eV
**Kohn-Sham gap**: 6.3 eV

***

[4]
Formula: C31H46CoNO2
Source: OMol25
Level of theory: ωB97M-V/def2-TZVPD

ORCA input file:
```
! RIJCOSX wB97M-V def2-TZVPD def2/J DEFGRID3
* xyz -1 4
O -0.0838 1.3647 -5.2225
C 0.8812 2.4744 -5.2516
C -0.1632 3.5004 -4.7849
H 1.2762 2.7118 -6.2457
H 1.6512 2.2800 -4.4977
C -1.1137 2.2700 -4.7925
H -0.4626 4.2417 -5.5276
H 0.0149 3.9806 -3.8234
C -2.1911 2.3393 -5.8607
H -1.7703 2.4282 -6.8698
H -2.8545 3.2003 -5.7119
H -2.7957 1.4279 -5.8581
C -1.6719 1.9540 -3.4258
H -0.8713 2.1002 -2.6958
H -2.0393 0.9219 -3.3919
H -2.4881 2.6607 -3.2015
Co 0.1873 -0.9399 -0.3934
C 1.1907 0.8432 0.8247
C 2.4964 0.3094 0.8753
C 3.0600 0.3174 -0.4329
H 3.0067 0.0000 1.7979
C 2.0693 0.7830 -1.3323
C 0.8521 1.0628 -0.5776
H 0.0341 1.6917 -0.8920
H 0.5993 1.2254 1.6562
H 4.1190 0.1235 -0.6384
H 2.2187 1.0757 -2.3792
C -1.5008 -0.6962 1.4372
C -2.0844 0.4924 0.9426
C -2.6091 0.2228 -0.3485
H -2.2038 1.4196 1.5052
C -2.2513 -1.0952 -0.7416
C -1.6306 -1.7219 0.4293
H -1.5608 -2.7966 0.6105
H -1.1385 -0.8773 2.4438
H -3.3097 0.8752 -0.8876
H -2.5610 -1.6358 -1.6336
O 0.4164 -2.0444 -4.2817
C -0.1444 -1.5981 -5.5752
C 0.4256 -2.4050 -6.7744
H 0.0859 -0.5260 -5.7389
H -1.2405 -1.7217 -5.5455
C 1.5168 -3.2794 -6.1606
H 0.8238 -1.7504 -7.5496
H -0.3461 -3.0184 -7.2531
C 1.3547 -3.1034 -4.6430
H 2.5177 -3.0298 -6.5209
H 1.3627 -4.3235 -6.4295
H 2.3006 -2.8309 -4.1587
H 0.9637 -4.0457 -4.2216
C 2.0419 -5.1463 5.0648
C 1.6592 -3.8145 4.4573
C 1.3017 -2.7632 5.3011
C 0.9948 -1.5027 4.7814
C 0.6503 -0.3943 5.7111
C 1.0201 -1.3170 3.4021
C 1.2727 -2.3815 2.4667
C 1.6680 -3.6106 3.0802
N 1.1402 -2.2142 1.1089
C 1.6323 -3.2107 0.1613
C 3.1127 -3.5166 0.3672
C 0.7948 -4.4830 0.2410
C 1.4993 -2.6550 -1.2611
H 3.0069 -5.0805 5.5913
H 1.3043 -5.4551 5.8202
H 2.1220 -5.9515 4.3206
H 1.3048 -2.9518 6.3774
H -0.2051 -0.6345 6.3408
H 1.4721 -0.1609 6.3857
H 0.4133 0.5001 5.1522
H 0.8540 -0.3049 3.0280
H 1.9930 -4.4537 2.4676
H 3.3628 -3.9155 1.3510
H 3.4341 -4.2558 -0.3742
H 3.7059 -2.6075 0.2335
H -0.2095 -4.3054 -0.1552
H 1.2624 -5.2764 -0.3490
H 0.6646 -4.8546 1.2565
H 0.5035 -2.1688 -1.4923
H 2.3312 -1.9857 -1.5010
H 1.5467 -3.4979 -1.9631
*
```

**HOMO (spin up / spin down)**: -3.2 / -3.1 eV
**⟨S²⟩**: 3.77
**Kohn-Sham gap (spin up / spin down)**: 5.7 / 5.6 eV

***

[5]
Formula: C18H58B4N2Na2O2Sn
Source: OMol25
Level of theory: ωB97M-V/def2-TZVPD

ORCA input file:
```
! RIJCOSX wB97M-V def2-TZVPD def2/J DEFGRID3
* xyz 0 1
Na -0.0929 1.1693 -1.6628
Na -1.7996 -1.4850 0.0587
Sn 2.7456 -1.5086 -1.8726
B -2.2738 -0.2408 -2.2687
H -2.0782 0.6531 -2.9567
H -2.4846 0.0326 -1.1934
H -3.1796 -0.8574 -2.7040
H -1.4110 -0.9710 -2.2202
B 0.6305 -0.5223 0.1090
H 0.8849 -0.9618 1.1683
H 1.4939 0.1452 -0.2304
H 0.4545 -1.3733 -0.6196
H -0.2825 0.1117 0.1821
B 1.1657 -3.3958 -3.4052
H 0.5812 -2.7433 -2.5910
H 0.3563 -4.0311 -3.9662
H 1.7960 -2.6826 -4.1157
H 1.9243 -4.0633 -2.7671
B 1.0041 0.1672 -3.9492
H 2.0375 0.7350 -3.7146
H 0.1185 0.8937 -4.2122
H 1.2349 -0.5522 -4.8419
H 0.6764 -0.4101 -3.0030
C 1.5107 3.7746 -3.7134
C 1.4472 3.8703 -2.1978
N 0.1261 3.7770 -1.5791
C 0.2478 4.0614 -0.1506
C -0.8872 3.5134 0.7204
C -0.8793 4.5690 -2.3037
C -0.5906 6.0723 -2.3847
H 1.2983 4.7049 -4.2436
H 0.8176 3.0211 -4.0914
H 2.4850 3.4337 -4.0621
H 2.1119 3.0711 -1.8618
H 1.8248 4.8634 -1.9120
H 1.2302 3.6459 0.0939
H 0.3864 5.1357 0.0435
H -1.0169 2.4331 0.6153
H -0.8628 3.7951 1.7686
H -1.7818 3.8918 0.2156
H -1.8958 4.4354 -1.9237
H -1.0310 4.1146 -3.2843
H -1.1266 6.4294 -3.2682
H 0.4478 6.3329 -2.5766
H -1.0165 6.5794 -1.5208
C -4.2781 1.2303 1.3188
C -4.1742 0.0043 2.2097
N -2.8167 -0.5500 2.3369
C -2.9948 -1.9312 2.8190
C -1.6996 -2.7447 2.7849
C -1.8148 0.1586 3.1253
C -2.1189 0.3028 4.6313
H -5.2985 1.4659 1.0293
H -3.7283 1.0790 0.3870
H -3.7400 2.0160 1.8559
H -4.5918 0.1281 3.2188
H -4.8156 -0.7622 1.7688
H -3.4464 -1.9915 3.8173
H -3.6899 -2.5074 2.2026
H -1.7719 -3.8150 2.5834
H -0.8995 -2.3728 2.1362
H -1.1954 -2.7490 3.7586
H -1.6369 1.1300 2.6608
H -0.8526 -0.3505 3.0615
H -1.3015 0.8833 5.0647
H -2.0155 -0.6597 5.1370
H -3.0862 0.7459 4.8563
C 2.5126 -5.6058 0.8161
C 1.4712 -4.8979 -0.0213
O 1.4732 -3.6851 -0.0828
C 0.5745 -5.7204 -0.9037
H 2.0822 -6.5028 1.2650
H 2.9012 -4.8844 1.5294
H 3.3076 -6.0096 0.1846
H 0.2112 -6.6334 -0.4248
H 1.1709 -5.9766 -1.7813
H -0.3377 -5.2252 -1.2298
C 5.1234 -0.0919 2.2917
C 3.9328 -1.0011 2.1416
O 3.7439 -1.6194 1.1137
C 2.9799 -1.1692 3.2992
H 5.9191 -0.6858 2.7467
H 4.8953 0.8462 2.7929
H 5.5206 0.1796 1.3123
H 3.3073 -1.9221 4.0148
H 2.0676 -1.5492 2.8375
H 2.7626 -0.1912 3.7268
*
```

**HOMO**: -8.6 eV
**Kohn-Sham gap**: 7.7 eV

***

Computed values of molar mass (unit: u) for the preceding records, in sequence: 138.24, 156.63, 102.11, 523.65, 542.61.
Computed values of total energy (unit: eV) for the preceding records, in sequence: -36656.3770, -40052.2155, -9857.6398, -76101.6446, -44045.6363.
Computed values of relative energy (zero: lowest compared OMol25 entry of this formula, charge and spin) (unit: kcal/mol) for the preceding records, in sequence: 59.3, 5.1, 164.8, 0.0, 0.0.